The following is a DFT calculation (ωB97M-V/def2-TZVPD) of a structure of composition C2H3Cl3NO.

Structure (XYZ):
```
10
Properties=species:S:1:pos:R:3:lowdin_charge:R:1
C -0.819 0.025 -0.113 -0.270
C 0.186 -0.753 0.338 -1.389
N 0.365 1.745 -0.556 -0.094
O 0.791 2.063 -1.691 -0.181
Cl -1.070 -2.689 0.926 -0.261
Cl 1.396 -1.551 -0.475 0.620
Cl 0.702 -0.391 2.161 0.373
H -1.524 0.467 0.626 0.086
H -1.169 -0.143 -1.153 0.095
H 1.143 1.227 -0.063 0.021
```

Values from the calculation:
- LUMO energy (spin up / spin down) (hartree) = 0.1241 / 0.1242
- spin multiplicity = 1
- strongest force on any atom (eV/Å) = 3.2
- Kohn-Sham gap (spin up / spin down) (eV) = 7.015 / 7.016
- total charge = -1
- relative energy (zero: lowest compared OMol25 entry of this formula, charge and spin) (kJ/mol) = 144.81